No. 1
165
Properties=species:S:1:pos:R:3 method="wB97M-V/def2-TZVPD" lumo_energy_ev=0.48 gap_ha=0.3445 max_force_ev_per_a=5.138 de_lowest_kcal_mol=17.3 e_tot_ev=-100623.478 homo_ev=-8.90
C 5.536 -1.845 0.997
O 5.332 -2.165 2.142
N 5.118 -2.635 -0.039
N 5.906 -0.602 0.680
H 5.118 -3.647 0.177
H 5.167 -2.360 -1.008
H 6.216 0.000 1.397
H 6.096 -0.466 -0.308
C -0.341 -5.815 -2.476
O -1.570 -5.762 -2.594
N 0.381 -6.363 -3.497
N 0.372 -5.459 -1.419
H -0.078 -6.949 -4.197
H 1.402 -6.535 -3.270
H -0.061 -4.979 -0.616
H 1.344 -5.513 -1.301
C -0.479 -4.355 3.227
O 0.483 -5.147 3.415
N -1.695 -4.701 3.593
N -0.469 -3.150 2.665
H -2.388 -3.950 3.690
H -1.789 -5.448 4.264
H 0.356 -2.906 2.173
H -1.353 -2.986 2.136
C -2.876 -4.067 0.123
O -3.013 -3.501 1.201
N -2.977 -3.316 -1.033
N -2.820 -5.414 0.132
H -2.719 -3.825 -1.843
H -2.746 -2.369 -0.909
H -2.709 -5.842 1.050
H -2.613 -5.900 -0.718
C -1.687 1.413 3.247
O -2.827 1.783 3.215
N -1.277 0.072 3.306
N -0.605 2.217 3.197
H -0.362 -0.065 3.662
H -2.058 -0.606 3.534
H 0.372 1.774 3.201
H -0.715 3.227 3.155
C 2.790 0.082 3.576
O 1.761 0.823 3.799
N 2.742 -0.984 2.787
N 4.005 0.319 4.037
H 3.612 -1.410 2.487
H 1.844 -1.182 2.350
H 4.719 -0.367 4.251
H 4.105 1.265 4.400
C -4.245 0.313 -0.656
O -3.706 -0.543 -1.354
N -3.856 0.526 0.627
N -5.232 1.114 -1.133
H -4.196 1.225 1.255
H -3.103 -0.112 0.951
H -5.776 0.707 -1.853
H -5.642 1.876 -0.589
C 2.963 -6.126 1.220
O 3.399 -5.828 0.175
N 3.425 -5.579 2.411
N 1.915 -7.000 1.355
H 4.072 -4.847 2.287
H 2.553 -5.166 2.889
H 1.643 -7.636 0.635
H 1.467 -7.178 2.232
C 0.472 3.521 6.139
O 0.320 4.251 5.182
N -0.378 3.638 7.238
N 1.404 2.545 6.224
H -0.122 3.291 8.170
H -1.044 4.492 7.164
H 0.911 1.734 6.631
H 1.705 2.265 5.307
C 5.541 0.263 -2.923
O 6.077 -0.741 -2.375
N 4.418 0.173 -3.694
N 6.053 1.501 -2.727
H 3.878 0.860 -4.138
H 4.194 -0.833 -3.744
H 5.676 2.238 -3.262
H 6.919 1.554 -2.319
C -4.882 -2.693 5.516
C -5.203 -1.622 4.463
C -5.180 -0.230 5.080
O -5.462 0.665 4.025
C -5.655 2.008 4.468
N -4.115 -1.681 3.404
H -4.641 -3.668 5.073
H -5.824 -2.800 6.142
H -4.062 -2.429 6.184
H -6.157 -1.805 4.087
H -4.136 -0.036 5.353
H -5.841 -0.163 5.907
H -6.372 2.025 5.353
H -6.172 2.534 3.609
H -4.758 2.566 4.752
H -4.329 -0.792 2.865
H -4.322 -2.376 2.708
C 0.481 -2.565 -4.285
C 0.983 -1.315 -5.065
C 1.276 -1.708 -6.484
O 2.431 -2.519 -6.458
C 2.983 -2.840 -7.711
N 0.071 -0.246 -4.899
H 1.139 -3.407 -4.080
H -0.332 -2.964 -4.843
H 0.170 -2.327 -3.223
H 2.018 -1.003 -4.719
H 1.399 -0.721 -7.006
H 0.455 -2.218 -7.030
H 3.568 -2.011 -8.193
H 2.259 -3.258 -8.392
H 3.711 -3.736 -7.601
H -0.755 -0.406 -5.486
H -0.085 0.042 -3.966
C 2.138 3.666 -5.049
C 2.424 4.703 -3.929
C 1.101 5.323 -3.401
O 1.162 6.366 -2.496
C 1.786 7.512 -3.049
N 3.099 4.169 -2.788
H 2.770 3.790 -5.956
H 1.111 3.817 -5.441
H 2.185 2.624 -4.647
H 3.139 5.467 -4.341
H 0.547 4.481 -2.888
H 0.454 5.686 -4.228
H 2.873 7.356 -3.177
H 1.582 8.337 -2.344
H 1.365 7.747 -4.014
H 2.995 4.925 -2.045
H 2.563 3.408 -2.304
C -2.002 6.358 -0.378
C -2.545 5.019 0.139
C -3.552 4.463 -0.903
O -4.825 5.095 -0.720
C -5.690 4.617 -1.769
N -1.461 3.989 0.291
H -1.537 6.326 -1.366
H -1.266 6.782 0.352
H -2.871 7.079 -0.430
H -3.058 5.151 1.080
H -3.663 3.312 -0.894
H -3.285 4.692 -1.894
H -5.287 4.879 -2.758
H -6.670 5.009 -1.693
H -5.695 3.529 -1.717
H -1.962 3.151 0.622
H -0.862 4.201 1.114
C 2.909 0.753 -0.381
C 1.440 0.848 -0.735
C 0.589 0.149 0.284
O 0.814 -1.222 0.588
C 1.028 -1.876 -0.636
N 1.067 2.273 -0.674
H 3.040 1.199 0.582
H 3.517 1.373 -0.991
H 3.385 -0.187 -0.331
H 1.260 0.641 -1.807
H -0.516 0.292 0.068
H 0.745 0.631 1.290
H 0.774 -2.912 -0.480
H 2.087 -1.830 -0.827
H 0.386 -1.534 -1.420
H 1.437 2.729 0.216
H 0.055 2.455 -0.639

=====

No. 2
153
Properties=species:S:1:pos:R:3 method="wB97M-V/def2-TZVPD" lumo_energy_ev=0.05 gap_ha=0.3302 max_force_ev_per_a=8.989 e_tot_ev=-81943.566 homo_ev=-8.94
C -0.902 -0.476 2.002
C 0.251 0.438 2.790
C 1.162 1.355 1.779
C 0.267 2.246 0.697
C -0.928 3.031 1.548
C 1.230 3.427 0.005
O 0.440 4.503 -0.602
C 0.368 4.422 -2.063
O 1.068 5.332 -2.798
C -0.550 3.372 -2.945
C -1.944 2.906 -2.209
C -2.521 1.514 -2.911
N -3.831 0.899 -2.376
O -1.917 0.851 -3.902
B 2.411 2.786 -0.937
C 2.281 1.514 -1.968
O 3.776 3.403 -0.809
H -1.165 -1.375 2.743
H -0.483 -0.844 0.970
H -1.906 0.114 1.824
H -0.375 1.115 3.550
H 0.891 -0.280 3.487
H 1.819 2.076 2.464
H 1.907 0.632 1.207
H -0.145 1.545 -0.144
H -0.421 3.706 2.377
H -1.708 2.274 2.035
H -1.579 3.749 0.869
H 1.790 3.920 0.938
H -0.888 3.986 -3.912
H 0.079 2.459 -3.389
H -2.816 3.715 -2.305
H -1.849 2.675 -1.067
H -3.579 -0.129 -2.273
H -4.517 0.932 -3.189
H 2.800 1.831 -2.992
H 1.199 1.091 -2.110
H 2.953 0.625 -1.547
H 4.247 2.838 -0.100
C -1.930 -4.432 3.578
O -2.122 -3.089 3.981
H -0.864 -4.669 3.625
H -2.478 -5.097 4.250
H -2.284 -4.560 2.552
H -3.076 -2.908 3.929
C 7.162 2.695 0.833
O 6.773 1.576 0.058
H 6.969 2.482 1.887
H 8.229 2.884 0.691
H 6.583 3.570 0.528
H 6.956 1.794 -0.872
C -7.158 1.209 -0.312
O -6.068 2.069 -0.038
H -7.965 1.423 0.393
H -7.512 1.381 -1.331
H -6.842 0.169 -0.195
H -5.368 1.855 -0.678
C -1.773 -6.028 7.166
O -1.105 -6.572 6.043
H -1.549 -4.960 7.230
H -2.851 -6.166 7.053
H -1.424 -6.525 8.075
H -1.322 -7.519 6.012
C 0.896 -8.961 4.185
O -0.411 -9.409 4.493
H 1.573 -9.261 4.988
H 1.225 -9.413 3.246
H 0.898 -7.872 4.098
H -0.989 -9.128 3.763
C 3.244 6.213 -4.878
O 3.002 5.834 -6.220
H 4.317 6.159 -4.682
H 2.898 7.237 -4.719
H 2.718 5.531 -4.205
H 2.042 5.892 -6.365
C 2.000 -2.272 -3.506
O 1.808 -0.928 -3.103
H 3.065 -2.508 -3.459
H 1.451 -2.937 -2.834
H 1.646 -2.400 -4.532
H 0.854 -0.748 -3.155
C -5.110 5.309 -3.651
O -4.069 4.519 -4.193
H -4.769 5.752 -2.713
H -5.369 6.105 -4.354
H -5.983 4.681 -3.458
H -4.401 4.139 -5.024
C 4.063 -1.715 -0.087
O 2.756 -2.163 0.222
H 4.740 -2.016 0.717
H 4.392 -2.167 -1.026
H 4.065 -0.626 -0.173
H 2.178 -1.882 -0.508
C 2.390 -5.784 8.125
O 2.148 -6.163 6.782
H 3.464 -5.838 8.321
H 2.044 -4.760 8.284
H 1.865 -6.467 8.797
H 1.188 -6.106 6.638
C 6.659 -0.175 3.150
O 6.384 1.081 3.742
H 6.255 -0.185 2.135
H 7.740 -0.331 3.111
H 6.187 -0.967 3.736
H 6.755 1.061 4.641
C -3.111 -2.834 -5.091
O -3.740 -1.813 -4.339
H -3.638 -3.776 -4.922
H -3.151 -2.582 -6.153
H -2.072 -2.938 -4.769
H -3.250 -0.990 -4.508
C 5.075 -5.134 -0.797
O 6.166 -4.274 -0.523
H 4.268 -4.919 -0.092
H 4.721 -4.961 -1.816
H 5.391 -6.173 -0.680
H 6.865 -4.487 -1.163
C -0.653 6.689 -7.165
O 0.389 5.898 -7.707
H -0.311 7.132 -6.226
H -0.912 7.484 -7.868
H -1.526 6.060 -6.972
H 0.056 5.518 -8.538
C -3.258 3.546 4.646
O -3.500 3.167 3.303
H -2.184 3.492 4.842
H -3.604 4.570 4.804
H -3.784 2.864 5.318
H -4.460 3.224 3.159
C -3.643 -6.610 0.215
O -2.552 -5.750 0.489
H -4.450 -6.395 0.920
H -3.997 -6.437 -0.804
H -3.327 -7.649 0.332
H -1.852 -5.963 -0.151
C -6.247 -2.942 0.169
O -6.522 -1.686 0.761
H -6.652 -2.952 -0.846
H -5.166 -3.099 0.130
H -6.720 -3.734 0.755
H -6.152 -1.707 1.660
C 9.863 0.510 -2.043
O 9.588 1.766 -1.450
H 9.458 0.499 -3.058
H 10.944 0.353 -2.082
H 9.390 -0.282 -1.456
H 9.958 1.745 -0.552
C -7.361 6.816 -0.576
O -7.603 6.438 -1.918
H -6.287 6.762 -0.380
H -7.707 7.841 -0.417
H -7.886 6.134 0.097
H -8.563 6.495 -2.063

=====

No. 3
179
Properties=species:S:1:pos:R:3 method="wB97M-V/def2-TZVPD" lumo_energy_ev=0.29 gap_ha=0.3660 max_force_ev_per_a=4.044 e_tot_ev=-176653.711 homo_ev=-9.67
C -0.060 0.523 4.367
O 0.432 -0.633 3.738
H -0.193 0.209 5.403
H 0.578 1.406 4.364
H -1.008 0.782 3.895
H 0.632 -0.323 2.852
C -0.276 -5.235 -2.932
O -0.826 -4.012 -3.389
H -0.273 -5.900 -3.796
H 0.707 -5.045 -2.502
H -0.921 -5.641 -2.153
H -1.701 -3.990 -2.995
C 3.038 1.229 -3.354
O 4.364 0.794 -3.572
H 2.676 1.893 -4.140
H 2.410 0.338 -3.373
H 2.958 1.714 -2.382
H 4.926 1.552 -3.399
C -0.527 3.319 -5.997
O 0.162 2.597 -5.022
H -0.171 4.342 -6.119
H -0.421 2.825 -6.962
H -1.579 3.436 -5.735
H -0.279 1.749 -4.930
C -0.374 -4.185 2.359
O -0.602 -5.446 2.864
H -0.309 -4.235 1.272
H -1.174 -3.579 2.783
H 0.556 -3.762 2.739
H -1.048 -6.021 2.238
C -3.682 0.254 5.512
O -4.183 0.300 4.191
H -3.942 1.222 5.942
H -4.244 -0.447 6.130
H -2.614 0.042 5.476
H -4.016 -0.528 3.734
C 3.205 -5.021 -1.030
O 2.953 -6.414 -0.986
H 4.266 -4.948 -0.790
H 2.949 -4.535 -1.972
H 2.647 -4.593 -0.198
H 3.183 -6.617 -0.076
C -0.565 -0.898 -4.178
O -1.379 0.149 -4.670
H -0.879 -1.303 -3.216
H -0.579 -1.709 -4.907
H 0.457 -0.538 -4.060
H -2.268 -0.186 -4.806
C 2.734 -1.669 -5.951
O 1.950 -2.193 -7.042
H 2.500 -2.170 -5.012
H 3.810 -1.818 -6.047
H 2.577 -0.594 -5.861
H 2.083 -3.139 -7.145
C 5.153 -2.059 -2.419
O 3.823 -1.876 -2.907
H 5.900 -1.707 -3.131
H 5.231 -1.504 -1.484
H 5.372 -3.102 -2.190
H 3.822 -1.013 -3.327
C 1.018 4.693 1.875
O 1.995 5.673 1.555
P 2.258 6.230 0.023
O 3.355 7.194 -0.037
O 2.454 4.844 -0.912
C 2.494 4.926 -2.290
O 0.820 6.785 -0.350
C 0.621 7.338 -1.660
H 1.343 4.044 2.688
H 0.683 4.042 1.068
H 0.129 5.173 2.284
H 3.078 4.118 -2.732
H 2.895 5.876 -2.643
H 1.488 4.825 -2.697
H -0.088 8.156 -1.530
H 0.134 6.635 -2.335
H 1.602 7.626 -2.038
C 7.205 0.333 4.219
O 6.865 0.413 2.887
P 5.751 1.475 2.357
O 6.137 2.946 2.320
O 5.248 0.853 0.943
C 4.235 1.526 0.121
O 4.517 1.148 3.320
C 3.228 1.720 3.197
H 8.279 0.481 4.333
H 6.983 -0.672 4.577
H 6.635 1.083 4.768
H 3.921 2.494 0.511
H 3.378 0.876 -0.055
H 4.791 1.749 -0.789
H 2.754 1.930 4.156
H 2.691 0.834 2.860
H 3.137 2.521 2.463
C -3.379 8.263 -0.284
O -3.358 7.042 0.423
P -3.232 5.600 -0.379
O -2.317 4.548 0.189
O -4.781 5.122 -0.594
C -5.283 3.966 0.070
O -2.827 6.055 -1.923
C -2.781 5.114 -2.944
H -4.159 8.307 -1.044
H -2.356 8.442 -0.617
H -3.632 9.019 0.459
H -5.679 3.278 -0.677
H -6.136 4.221 0.700
H -4.508 3.481 0.664
H -3.583 5.342 -3.646
H -2.925 4.066 -2.683
H -1.764 5.198 -3.328
C -0.148 2.223 -1.437
O 0.065 0.838 -1.481
P -0.254 -0.109 -0.219
O 0.390 0.192 1.062
O -1.873 0.144 -0.108
C -2.550 -0.217 1.057
O -0.139 -1.621 -0.806
C 1.138 -2.087 -1.245
H -0.628 2.595 -2.342
H 0.785 2.782 -1.371
H -0.740 2.579 -0.594
H -2.128 -1.021 1.660
H -3.565 -0.561 0.854
H -2.589 0.689 1.662
H 1.927 -1.396 -0.948
H 1.215 -2.194 -2.327
H 1.245 -3.087 -0.825
C -4.247 0.488 -2.069
O -5.604 0.096 -2.254
P -6.189 -1.192 -1.456
O -5.555 -2.482 -1.773
O -5.954 -0.804 0.136
C -6.368 0.416 0.646
O -7.817 -1.092 -1.657
C -8.674 -1.991 -0.982
H -3.664 -0.393 -1.798
H -4.155 1.249 -1.295
H -3.829 0.932 -2.973
H -7.206 0.341 1.339
H -6.772 1.049 -0.144
H -5.533 0.987 1.052
H -8.074 -2.626 -0.330
H -9.164 -2.611 -1.733
H -9.422 -1.502 -0.359
C 7.477 -2.401 0.310
O 6.099 -2.424 0.602
P 5.542 -3.478 1.682
O 5.845 -4.896 1.388
O 3.913 -3.215 1.698
C 3.332 -1.872 1.751
O 5.946 -2.861 3.172
C 6.128 -3.710 4.266
H 7.630 -2.628 -0.745
H 8.015 -3.076 0.976
H 7.782 -1.359 0.406
H 2.842 -1.650 2.699
H 2.674 -1.716 0.896
H 4.165 -1.174 1.668
H 7.023 -3.386 4.797
H 6.258 -4.757 3.990
H 5.211 -3.704 4.854
C -6.998 -5.180 3.894
O -6.415 -3.936 3.483
P -4.758 -3.616 3.471
O -4.397 -2.190 3.313
O -4.131 -4.605 2.342
C -3.691 -4.142 1.052
O -4.140 -4.301 4.807
C -2.883 -3.824 5.310
H -7.919 -4.963 4.435
H -6.311 -5.670 4.584
H -7.124 -5.830 3.028
H -3.696 -3.056 0.964
H -4.297 -4.498 0.219
H -2.664 -4.421 0.817
H -3.012 -3.497 6.341
H -2.497 -2.965 4.761
H -2.166 -4.645 5.275